No. 1
96
Properties=species:S:1:pos:R:3:lowdin_charge:R:1 method="wB97M-V/def2-TZVPD" s_squared=0.7714 energy_ha=-2099.847175 e_lumo_ha="-0.3435 / -0.4107" spin_multiplicity=2 orbital_gap_ev="6.91 / 5.05" total_charge=+3
Ir 0.7143 -0.8766 -0.4633 1.121
C -1.3092 3.7502 1.6822 -0.033
C -0.0265 4.5272 1.8295 -0.222
C 0.0726 5.5402 2.7839 -0.016
C 1.1974 6.3418 2.8786 -0.032
C 2.2672 6.1562 2.0088 -0.039
C 2.2115 5.1434 1.0701 -0.002
C 1.0798 4.3361 0.9989 -0.210
N 1.0703 3.3013 -0.0037 0.180
C 0.9728 1.9968 0.2611 -0.321
N 1.0174 1.6385 1.5806 0.208
C 1.0629 0.4074 2.1730 -0.120
C 0.9945 -0.8412 1.4541 -0.218
C 1.2353 -2.0189 2.1996 -0.114
C 1.4566 -1.9682 3.5447 -0.003
C 1.4412 -0.7401 4.2422 0.032
C 1.2455 0.4436 3.5917 -0.175
C 1.2506 1.7620 4.3129 -0.004
N 0.9097 1.0782 -0.6705 -0.050
C 0.7707 1.4889 -2.0462 -0.266
C -0.5335 1.6809 -2.5024 -0.066
C -0.7654 2.0951 -3.7980 -0.048
C 0.3246 2.3159 -4.6326 -0.015
C 1.6187 2.1584 -4.1582 0.003
C 1.8857 1.7538 -2.8499 -0.200
C 3.3035 1.6913 -2.3543 -0.011
H -2.1618 4.4027 1.8611 0.103
H -1.3887 2.9234 2.3940 0.076
H -1.4151 3.3443 0.6738 0.066
H -0.7713 5.7226 3.4372 0.129
H 1.2324 7.1302 3.6175 0.124
H 3.1389 6.7924 2.0660 0.123
H 3.0392 4.9735 0.3933 0.123
H 1.2196 3.5640 -0.9697 0.170
H 1.1194 2.4433 2.1949 0.118
H 1.2153 -2.9814 1.7131 0.097
H 1.6232 -2.8848 4.0948 0.136
H 1.6041 -0.7402 5.3120 0.141
H 1.3640 1.6045 5.3826 0.105
H 0.3187 2.3119 4.1592 0.093
H 2.0807 2.4012 3.9967 0.109
H -1.3431 1.5234 -1.8014 0.064
H -1.7745 2.2560 -4.1529 0.124
H 0.1677 2.6420 -5.6518 0.128
H 2.4534 2.3792 -4.8106 0.132
H 3.9537 2.2523 -3.0209 0.097
H 3.6693 0.6660 -2.3122 0.071
H 3.4033 2.1159 -1.3532 0.081
C 4.7849 -2.1990 -0.4739 0.043
C 3.3230 -2.2620 -0.6877 -0.311
O 2.7221 -1.2155 -1.0384 -0.095
C 2.5529 -3.4961 -0.5084 -0.180
C 3.1206 -4.6126 0.1015 0.023
C 2.3673 -5.7640 0.2950 0.001
C 1.0533 -5.8173 -0.1415 -0.002
C 0.4730 -4.7184 -0.7748 -0.038
C 1.2221 -3.5741 -0.9587 -0.086
H 5.1587 -1.2069 -0.7081 0.104
H 5.2995 -2.9479 -1.0794 0.125
H 4.9968 -2.4342 0.5733 0.119
H 4.1459 -4.5834 0.4448 0.132
H 2.8122 -6.6228 0.7787 0.134
H 0.4805 -6.7267 -0.0164 0.133
H -0.5328 -4.7914 -1.1644 0.109
H 0.7804 -2.7904 -1.6023 0.073
C -2.2072 -2.5510 2.2161 -0.118
C -2.6438 -2.7539 0.7725 -0.512
C -4.1666 -2.8659 0.7045 -0.118
Sb -1.9079 -1.2404 -0.6083 1.565
C -1.8845 -2.2404 -2.5237 -0.545
C -3.2891 -2.6943 -2.9051 -0.104
C -1.2273 -1.3925 -3.6060 -0.126
C -3.5893 0.1290 -0.5434 -0.511
C -3.8225 1.0740 -1.7109 -0.107
C -3.6213 0.8533 0.7968 -0.110
H -2.5489 -3.3971 2.8156 0.102
H -2.6563 -1.6559 2.6482 0.077
H -1.1311 -2.4815 2.3274 0.033
H -2.1991 -3.6716 0.3797 0.077
H -4.6487 -2.0195 1.1939 0.084
H -4.4652 -3.7616 1.2525 0.104
H -4.5693 -2.9608 -0.3029 0.064
H -1.2597 -3.1224 -2.3422 0.055
H -3.9767 -1.8548 -3.0164 0.081
H -3.7113 -3.4062 -2.1978 0.070
H -3.2390 -3.1990 -3.8728 0.103
H -1.8645 -0.5578 -3.8989 0.076
H -1.0611 -2.0055 -4.4937 0.103
H -0.2585 -0.9792 -3.3082 0.049
H -4.3590 -0.6451 -0.5761 0.075
H -3.0798 1.8682 -1.7791 0.056
H -4.7838 1.5681 -1.5549 0.106
H -3.8786 0.5607 -2.6716 0.078
H -2.8426 1.6190 0.8459 0.051
H -3.5018 0.1852 1.6503 0.061
H -4.5826 1.3570 0.9126 0.106

No. 2
106
Properties=species:S:1:pos:R:3:lowdin_charge:R:1 method="wB97M-V/def2-TZVPD" s_squared=0.7538 energy_ha=-4133.593550 e_lumo_ha="-0.2016 / -0.1977" spin_multiplicity=2 orbital_gap_ev="6.93 / 7.36" total_charge=+2
Ti 0.5500 -0.6903 0.4193 0.531
C 0.3316 -0.0260 3.3052 -0.129
N 0.6414 -1.2237 2.5171 -0.241
C 1.9628 -1.7871 2.8508 -0.079
C 2.9592 -1.6155 1.7290 -0.240
C 4.2901 -1.9627 1.9082 0.015
C 5.1637 -1.8974 0.8332 -0.007
C 4.6593 -1.5062 -0.3994 -0.018
C 3.3226 -1.1721 -0.5028 -0.122
N 2.4829 -1.2070 0.5410 -0.047
C -0.3846 -2.2663 2.6757 -0.157
C -0.2174 -3.2439 1.5406 -0.238
C -0.5390 -4.5892 1.6241 0.029
C -0.2311 -5.4296 0.5615 0.003
C 0.4308 -4.8893 -0.5348 -0.023
C 0.6848 -3.5335 -0.5581 -0.119
N 0.3266 -2.7072 0.4324 -0.037
C 1.3999 1.0388 3.2119 -0.309
C 1.2871 2.1914 3.9800 0.002
C 2.2863 3.1444 3.8852 -0.024
C 3.3729 2.8975 3.0564 -0.036
C 3.3885 1.7205 2.3289 -0.124
N 2.4121 0.8232 2.3812 0.037
H 0.1735 -0.2855 4.3664 0.157
H -0.5996 0.4018 2.9050 0.084
H 1.8731 -2.8668 3.0365 0.149
H 2.3480 -1.3289 3.7686 0.152
H 4.6346 -2.2889 2.8761 0.131
H 6.2015 -2.1625 0.9516 0.125
H 5.2964 -1.4707 -1.2659 0.120
H 2.8942 -0.8739 -1.4561 0.077
H -1.3795 -1.8087 2.6083 0.051
H -0.3086 -2.7692 3.6501 0.153
H -1.0171 -4.9736 2.5111 0.131
H -0.4720 -6.4790 0.6001 0.127
H 0.7425 -5.5088 -1.3589 0.125
H 1.1975 -3.0671 -1.3918 0.067
H 0.4403 2.3182 4.6380 0.123
H 2.2175 4.0614 4.4479 0.120
H 4.1855 3.6013 2.9769 0.116
H 4.2001 1.4708 1.6577 0.119
C 3.6462 2.0618 -1.4521 -0.028
C 2.8435 3.3483 -1.6517 -0.535
C 3.5149 4.2113 -2.7167 -0.032
C 2.7331 4.1703 -0.3665 -0.036
N 1.4921 2.9639 -2.0924 0.020
C 0.9697 3.1856 -3.3408 -0.006
C -0.2988 2.7183 -3.3443 -0.019
N -0.5668 2.2030 -2.1069 0.024
B -1.9685 1.7172 -1.7261 -0.570
N -2.2809 1.9618 -0.2315 0.017
C -2.7001 3.1906 0.2001 -0.028
C -3.2895 3.0422 1.4064 -0.014
N -3.2473 1.7095 1.7371 0.020
C -2.5742 1.0820 0.7372 -0.611
S -2.0095 -0.5312 0.7104 0.791
C -4.0324 1.0881 2.8254 -0.537
C -4.9434 0.0238 2.2096 -0.028
C -4.8919 2.1450 3.5164 -0.035
C -3.0988 0.4614 3.8607 -0.027
N -2.1709 0.2437 -2.1662 0.017
C -3.4027 -0.1616 -2.5985 -0.029
C -3.2587 -1.3302 -3.2576 -0.019
N -1.9259 -1.6599 -3.2500 0.019
C -1.2876 -0.7063 -2.5318 -0.581
S 0.3663 -0.6734 -2.0748 0.772
C -1.4337 -2.8402 -3.9912 -0.530
C -1.8876 -4.0806 -3.2175 -0.005
C 0.0817 -2.8347 -4.1701 -0.071
C -2.0487 -2.8141 -5.3944 -0.018
C 0.5436 2.3304 -1.3641 -0.615
S 0.6846 1.7626 0.2513 0.794
H 4.6541 2.3006 -1.1290 0.099
H 3.1765 1.4304 -0.6988 0.025
H 3.7053 1.5129 -2.3906 0.097
H 4.4629 4.5671 -2.3254 0.099
H 3.7208 3.6520 -3.6248 0.091
H 2.9094 5.0816 -2.9530 0.096
H 3.7225 4.4722 -0.0395 0.095
H 2.1454 5.0660 -0.5511 0.101
H 2.2667 3.6048 0.4335 0.008
H 1.5120 3.6463 -4.1378 0.125
H -1.0336 2.7103 -4.1220 0.135
H -2.7540 2.3636 -2.3380 0.136
H -2.5522 4.0670 -0.3932 0.136
H -3.7170 3.7890 2.0384 0.123
H -5.6313 0.4771 1.5000 0.099
H -4.3655 -0.7409 1.6967 0.035
H -5.5245 -0.4543 2.9925 0.098
H -5.5520 2.6422 2.8117 0.095
H -5.5147 1.6562 4.2603 0.100
H -4.2815 2.8820 4.0314 0.093
H -2.6275 -0.4313 3.4608 0.040
H -2.3414 1.1761 4.1759 0.087
H -3.6758 0.1713 4.7334 0.100
H -4.2785 0.4215 -2.4111 0.136
H -4.0084 -1.9394 -3.7116 0.128
H -1.5749 -4.0190 -2.1759 0.070
H -2.9691 -4.1790 -3.2463 0.090
H -1.4550 -4.9723 -3.6602 0.098
H 0.6039 -3.0416 -3.2441 0.024
H 0.3512 -3.6085 -4.8834 0.099
H 0.4249 -1.8807 -4.5625 0.078
H -3.1314 -2.8654 -5.3783 0.078
H -1.7452 -1.9117 -5.9195 0.102
H -1.6906 -3.6709 -5.9576 0.098

No. 3
96
Properties=species:S:1:pos:R:3:lowdin_charge:R:1 method="wB97M-V/def2-TZVPD" s_squared=0.7541 energy_ha=-4240.621201 e_lumo_ha="0.0891 / 0.0862" spin_multiplicity=2 de_lowest_ev=0.0000 orbital_gap_ev="6.12 / 5.78" total_charge=-1
Cu -0.2687 -0.0513 -1.1908 -0.228
C -4.5210 -0.7073 -1.7393 -0.061
C -4.5623 0.6635 -1.0598 -0.381
C -5.4231 1.6554 -1.8479 -0.072
C -3.1610 1.2000 -0.8601 -0.191
C -2.3308 1.4384 -1.9319 -0.016
C -0.9932 1.8657 -1.7707 -0.231
C -0.3115 2.5734 -2.9396 -0.366
C -0.8417 4.0121 -3.0085 -0.044
C -0.4937 1.9073 -4.3000 -0.092
C -0.4777 1.9796 -0.4384 -0.178
C -1.3605 1.7905 0.6607 -0.149
C -2.6704 1.4226 0.4285 0.012
C -0.9125 1.9339 2.1106 -0.357
C -1.5924 3.1259 2.7960 -0.060
C -1.1947 0.6582 2.9148 -0.070
C 0.7994 2.7324 -0.2081 -0.184
C 0.6330 4.0763 0.1536 -0.047
C 1.7046 4.8988 0.4466 -0.073
C 2.9895 4.3833 0.3865 -0.082
C 3.1767 3.0660 0.0070 -0.093
C 2.1078 2.2252 -0.3205 -0.272
P 2.3290 0.4634 -0.8154 1.182
C 3.1404 -0.3175 0.7160 -0.661
C 2.2769 0.1477 1.8954 -0.098
C 4.6024 0.0115 1.0140 -0.093
C 2.9846 -1.8411 0.5902 -0.098
C 3.6005 0.4860 -2.2292 -0.671
C 2.8336 1.0216 -3.4445 -0.120
C 3.9458 -0.9824 -2.5079 -0.110
C 4.8948 1.2957 -2.1093 -0.098
H -5.5238 -1.1399 -1.7926 0.073
H -3.8673 -1.3876 -1.1918 0.081
H -4.1247 -0.6315 -2.7539 0.072
H -5.0074 0.5337 -0.0691 0.126
H -5.0007 1.8199 -2.8412 0.073
H -5.4717 2.6194 -1.3378 0.076
H -6.4407 1.2752 -1.9728 0.072
H -2.6916 1.2791 -2.9404 0.117
H 0.7527 2.6221 -2.7194 0.098
H -1.9150 4.0058 -3.2129 0.083
H -0.3405 4.5600 -3.8105 0.079
H -0.6757 4.5466 -2.0716 0.062
H -1.5305 1.9670 -4.6390 0.075
H -0.2134 0.8561 -4.2630 -0.024
H 0.1232 2.4153 -5.0458 0.082
H -3.3330 1.2434 1.2679 0.115
H 0.1644 2.1045 2.1245 0.113
H -2.6775 3.0075 2.7809 0.075
H -1.3503 4.0689 2.3055 0.063
H -1.2742 3.1930 3.8397 0.076
H -2.2698 0.5146 3.0475 0.074
H -0.7417 0.7302 3.9073 0.082
H -0.8046 -0.2220 2.4038 0.036
H -0.3737 4.4710 0.2062 0.114
H 1.5368 5.9309 0.7303 0.101
H 3.8433 5.0039 0.6328 0.099
H 4.1837 2.6792 -0.0229 0.075
H 2.4165 1.2121 2.0985 0.076
H 2.5480 -0.4149 2.7947 0.091
H 1.2239 -0.0475 1.6862 0.045
H 4.7685 1.0840 1.1367 0.064
H 5.2703 -0.3680 0.2399 0.061
H 4.8821 -0.4726 1.9559 0.083
H 1.9512 -2.1053 0.3609 0.049
H 3.2515 -2.3018 1.5477 0.085
H 3.6335 -2.2658 -0.1752 0.060
H 1.8953 0.4792 -3.5805 0.018
H 3.4431 0.8904 -4.3452 0.088
H 2.6270 2.0894 -3.3376 0.073
H 3.0404 -1.5943 -2.5549 0.048
H 4.6172 -1.3881 -1.7500 0.060
H 4.4548 -1.0538 -3.4742 0.084
H 4.6973 2.3675 -2.1068 0.067
H 5.5113 1.0828 -2.9897 0.083
H 5.4816 1.0421 -1.2269 0.054
Te -0.3292 -1.7480 -3.1271 0.156
C -3.2195 -7.4218 2.7193 -0.051
C -2.6921 -7.8806 4.0539 -0.750
O -3.0080 -8.9208 4.5708 -0.015
S -1.4187 -6.8989 4.8377 1.002
C -1.1634 -5.5419 3.7172 -0.583
C -1.8529 -4.3480 3.9043 -0.115
C -1.6795 -3.3002 3.0188 -0.027
C -0.8082 -3.4171 1.9218 -0.245
C -0.1019 -4.6232 1.7649 -0.022
C -0.2742 -5.6668 2.6541 -0.114
C -0.6386 -2.3521 1.0064 -0.160
C -0.4933 -1.4334 0.2095 -0.108
H -3.5243 -6.3782 2.7461 0.078
H -4.0565 -8.0586 2.4416 0.083
H -2.4329 -7.5055 1.9672 0.088
H -2.5311 -4.2513 4.7436 0.102
H -2.2200 -2.3729 3.1587 0.107
H 0.5782 -4.7239 0.9295 0.117
H 0.2722 -6.5932 2.5225 0.105

No. 4
105
Properties=species:S:1:pos:R:3:lowdin_charge:R:1 method="wB97M-V/def2-TZVPD" energy_ha=-9792.633535 e_lumo_ha=-0.1560 de_lowest_ev=1.8012 orbital_gap_ev=5.53 total_charge=+1
Ti 8.9986 12.3443 11.0517 1.156
C 9.3260 14.3596 14.5473 -0.192
C 10.7265 13.9088 14.1118 -0.157
C 10.8691 12.4081 13.6262 -0.227
N 9.6884 11.8319 13.0402 -0.073
C 8.9236 10.9986 13.7646 -0.228
C 9.0883 10.8673 15.1578 0.002
C 8.5977 9.8243 15.9554 -0.047
C 7.6187 8.8851 15.6819 -0.077
C 6.8203 8.7273 14.5373 -0.044
C 6.8113 9.5418 13.4226 0.007
C 7.9370 10.3010 12.9256 -0.176
N 7.9839 10.6491 11.6196 -0.079
C 7.2516 9.8364 10.6444 -0.216
C 6.0039 10.5333 10.0296 -0.137
C 6.4131 11.7313 9.1300 -0.205
N 7.3143 12.6771 9.7829 -0.047
C 7.5428 13.9064 9.2438 -0.216
C 7.0297 14.2943 7.9971 0.023
C 7.6725 15.1098 7.0974 -0.039
C 8.6446 16.0593 7.3613 -0.075
C 9.0308 16.5319 8.5900 -0.050
C 8.8515 15.9979 9.8616 0.029
C 8.2640 14.7669 10.1621 -0.231
N 8.4400 14.2292 11.4188 -0.122
C 7.7969 14.8203 12.5578 -0.223
C 8.7053 15.4483 13.6131 -0.174
H 9.3580 14.7434 15.6088 0.122
H 8.5708 13.5403 14.6371 0.097
H 11.4289 14.0747 14.9431 0.111
H 11.1303 14.5532 13.3074 0.103
H 11.2618 11.7857 14.4878 0.119
H 11.6873 12.4348 12.8766 0.094
H 9.6829 11.6362 15.6090 0.100
H 9.0827 9.7039 16.9444 0.126
H 7.4201 8.2032 16.5033 0.107
H 6.1156 7.9188 14.5341 0.111
H 5.9591 9.4843 12.7447 0.106
H 6.9076 8.8755 11.0809 0.118
H 7.9347 9.5052 9.8461 0.099
H 5.3071 10.8285 10.8549 0.122
H 5.4803 9.8235 9.3508 0.126
H 5.5097 12.3134 8.8193 0.121
H 6.9288 11.3962 8.1994 0.127
H 6.0970 13.8105 7.6907 0.121
H 7.3496 14.9950 6.0525 0.136
H 9.1058 16.5062 6.4869 0.122
H 9.7004 17.4085 8.5489 0.131
H 9.3094 16.6033 10.6681 0.137
H 7.1445 14.0416 13.0106 0.129
H 7.1477 15.6451 12.1984 0.131
H 8.1415 16.1751 14.2074 0.113
H 9.4856 16.0131 13.0895 0.101
C 10.9418 6.9637 11.8813 -0.345
As 11.6378 8.7362 11.2271 1.094
C 12.6439 9.2846 12.8907 -0.326
C 13.3887 8.2832 10.2728 -0.355
C 13.3315 7.4515 8.9524 -0.663
C 12.9160 6.0319 9.3866 -0.086
C 12.5171 8.0269 7.8123 -0.354
As 10.4947 8.0267 7.9334 1.081
C 10.2545 8.4174 5.9910 -0.317
C 9.9573 6.1458 7.8472 -0.345
C 14.8439 7.3667 8.5377 -0.395
As 16.0583 8.9094 8.1432 1.146
C 15.0832 10.6240 8.4189 -0.369
C 15.8986 8.8103 6.1304 -0.317
H 11.7643 6.2747 12.2483 0.049
H 10.2792 6.4325 11.1848 -0.003
H 10.3253 7.1839 12.7531 -0.004
H 13.2751 10.1638 12.7089 0.018
H 13.2968 8.4336 13.1117 0.015
H 11.9636 9.4986 13.7370 0.006
H 14.0194 7.7528 10.9862 0.071
H 13.7756 9.3028 10.1523 0.031
H 11.9159 6.0267 9.8766 0.033
H 13.6138 5.6071 10.1591 0.103
H 12.8477 5.3410 8.5199 0.090
H 12.7741 7.5209 6.8420 0.083
H 12.6842 9.1151 7.6403 0.057
H 11.0200 7.8455 5.4857 0.010
H 10.3841 9.4930 5.7880 0.009
H 9.2245 8.1682 5.6761 0.029
H 10.8240 5.5714 7.4870 0.018
H 9.1355 6.0403 7.1341 0.018
H 9.6551 5.7921 8.8524 0.009
H 14.9858 6.7171 7.6512 0.073
H 15.3743 6.8543 9.3440 0.046
H 15.3361 11.0117 9.4114 0.010
H 14.0140 10.5704 8.2592 -0.015
H 15.5469 11.3394 7.7309 0.015
H 16.7256 8.2161 5.7828 0.002
H 15.9761 9.7769 5.6811 0.002
H 14.9708 8.3551 5.8404 -0.005
F 9.2579 10.9307 7.8857 0.030
C 9.9579 12.0418 8.2505 -0.221
C 10.3484 12.2547 9.5965 -0.116
C 11.4648 13.0891 9.7773 -0.216
F 12.3116 12.9227 10.8102 0.090
C 11.8984 13.9807 8.7679 -0.103
F 13.0342 14.7098 8.9848 0.103
C 11.2732 13.9241 7.5138 -0.096
F 11.8504 14.5553 6.4658 0.122
C 10.3122 12.9050 7.2436 -0.117
F 9.8740 12.7068 5.9589 0.094